# 1
C35H65F4N2O11S2 | ωB97M-V/def2-TZVPD

Results
LUMO energy = -0.1909 Eh
E_tot = -3504.90346 hartree
charge = +1
maximum force = 6.84 eV/Å
Kohn-Sham gap = 4.91 eV
HOMO level = -10.1 eV
multiplicity = 1
molar mass = 830.03 g/mol

Positions of all 119 atoms, in Å:
S  -0.129  -5.381  3.389
S  -3.895  1.093  3.322
F  3.876  -1.837  3.421
F  3.202  -0.912  5.383
F  3.539  0.422  3.611
F  0.861  -5.069  -0.076
O  3.400  -1.981  -0.379
O  -3.191  0.314  4.620
O  -3.084  2.299  2.970
O  8.393  2.048  -6.935
O  -5.255  1.584  3.756
O  0.788  4.185  -1.744
O  -0.924  4.373  -0.229
O  -4.217  -1.426  -3.554
O  -9.392  1.206  5.468
O  7.291  0.618  -4.609
O  -8.594  0.574  8.230
N  2.050  -3.816  2.239
N  1.439  -3.064  1.242
C  -2.089  -2.582  -4.017
C  6.034  0.663  -5.268
C  0.328  -2.740  -0.860
C  -9.627  -0.099  7.515
C  2.666  -1.012  0.388
C  -0.065  -0.285  -1.000
C  7.031  -1.313  -1.623
C  0.933  -3.729  0.220
C  -0.339  3.670  -1.066
C  0.011  1.193  -0.397
C  7.937  3.249  -6.327
C  2.930  5.493  -1.662
C  -2.840  -1.174  -3.972
C  1.216  -4.553  2.893
C  -4.133  -0.099  1.930
C  9.163  1.244  -6.046
C  -0.737  -3.254  -1.924
C  -8.946  1.910  8.564
C  -3.122  0.186  0.685
C  -9.353  -0.108  6.015
C  -8.094  1.763  5.295
C  1.690  4.867  -0.841
C  8.328  0.116  -5.450
C  -2.738  -1.247  0.089
C  -1.442  -1.915  0.764
C  1.050  -0.579  2.222
C  -0.045  -1.469  0.102
C  -4.920  -0.187  -3.334
C  3.068  -0.841  3.971
C  4.807  -1.622  -0.356
C  1.504  -1.039  3.677
C  5.539  -1.915  -1.761
C  -0.626  -2.586  -3.380
C  1.294  -1.599  1.018
C  -0.896  2.189  -1.302
H  7.344  -1.439  -0.532
H  -2.340  -0.379  -3.333
H  -0.527  -4.374  -2.078
H  0.991  -0.324  4.416
H  2.616  6.418  -2.246
H  8.976  -0.505  -4.822
H  -1.511  -1.658  1.883
H  -0.086  -1.592  -3.411
H  -8.034  2.443  8.838
H  -8.395  -0.592  5.794
H  -8.202  2.841  5.165
H  -1.623  -3.046  0.715
H  7.546  3.078  -5.321
H  3.444  4.722  -2.323
H  -0.025  -0.199  2.319
H  9.975  0.806  -6.633
H  -2.258  0.766  1.129
H  -3.612  -1.943  0.366
H  4.994  -0.516  -0.143
H  7.138  3.661  -6.945
H  2.152  4.187  -0.057
H  3.354  -0.698  1.255
H  -2.717  -1.277  -1.057
H  -2.790  -3.337  -3.510
H  -5.681  -0.390  -2.501
H  5.373  1.317  -4.694
H  5.596  -0.340  -5.298
H  1.082  1.575  -0.529
H  -10.141  -0.684  5.519
H  1.248  -2.544  -1.530
H  1.213  5.735  -0.293
H  7.913  -0.523  -6.238
H  -5.529  0.145  -4.249
H  3.710  5.823  -0.890
H  -4.254  0.672  -3.000
H  -0.783  1.872  -2.391
H  -9.626  1.907  9.422
H  5.621  -3.027  -1.985
H  -3.814  -1.127  2.333
H  -2.922  -0.813  -5.061
H  -10.603  0.347  7.733
H  6.113  1.057  -6.283
H  -2.034  -2.926  -5.107
H  8.757  3.972  -6.280
H  5.370  -2.227  0.428
H  -1.821  -3.189  -1.604
H  2.508  -0.075  -0.231
H  -2.420  -0.223  4.320
H  0.005  -3.307  -4.014
H  -7.449  1.582  6.157
H  -9.643  -1.132  7.875
H  7.770  -1.909  -2.245
H  -1.978  2.174  -0.965
H  9.612  1.858  -5.258
H  0.905  -0.435  -1.597
H  -0.905  -0.387  -1.749
H  -5.213  -0.209  1.610
H  -9.417  2.433  7.729
H  -7.630  1.346  4.398
H  -3.725  0.805  -0.069
H  5.036  -1.400  -2.637
H  -0.241  1.290  0.701
H  1.184  -2.076  3.993
H  1.659  0.365  1.981
H  7.074  -0.203  -1.857



# 2
C35H66BiN3O2Si4 | ωB97M-V/def2-TZVPD

Results
LUMO energy (alpha / beta) = -0.0903 / -0.0901 Eh
E_tot = -3060.42068 hartree
charge = 0
maximum force = 4.28 eV/Å
energy relative to the best compared isomer or geometry (same formula, charge and spin) = 75.96 kJ/mol
Kohn-Sham gap (alpha / beta) = 2.45 / 2.46 eV
HOMO level (alpha / beta) = -4.9 / -4.9 eV
multiplicity = 1
molar mass = 882.26 g/mol

Positions of all 111 atoms, in Å:
Bi  -0.372  -1.187  -0.783
Si  -2.702  -3.512  -3.666
Si  -0.635  -2.572  -2.956
Si  1.063  -4.087  -3.581
Si  -0.250  -0.434  -3.839
O  0.148  -3.235  0.294
O  0.966  -1.934  1.947
N  -2.395  -1.781  0.498
N  -4.441  0.756  0.564
N  -6.792  5.318  -0.936
C  -0.760  -0.344  -5.595
C  -0.767  2.539  4.256
C  -6.302  4.290  -0.670
C  -5.788  0.926  0.783
C  -2.655  -4.297  -5.406
C  2.009  3.063  2.604
C  4.769  -0.880  2.584
C  2.538  1.027  3.391
C  4.280  0.065  0.305
C  -2.979  -4.678  -2.216
C  0.312  4.524  1.384
C  0.956  2.936  6.008
C  -2.236  -1.873  1.968
C  5.771  1.253  1.852
C  2.459  -3.741  -2.297
C  0.489  0.626  5.204
C  2.620  5.280  1.618
C  -3.769  1.706  -0.061
C  4.498  0.456  1.772
C  1.671  2.156  3.639
C  0.595  2.130  4.765
C  1.909  -3.763  -5.295
C  -4.410  2.868  -0.508
C  1.624  0.038  -3.745
C  3.405  1.284  2.322
C  0.068  -2.671  1.503
C  -5.741  3.055  -0.339
C  -1.225  -2.975  2.261
C  1.271  5.283  3.643
C  0.689  -5.895  -3.391
C  -4.126  -2.203  -3.580
C  -6.447  2.048  0.334
C  3.057  2.521  1.838
C  1.537  4.508  2.340
C  -1.110  1.014  -2.901
H  2.810  -2.674  -2.247
H  0.321  0.016  4.298
H  -1.750  -0.653  -5.826
H  1.528  -6.446  -3.835
H  -0.463  1.559  -2.194
H  0.217  2.622  6.804
H  -2.091  -4.668  -1.564
H  -0.001  5.577  1.260
H  3.322  -4.348  -2.582
H  -0.928  3.639  4.171
H  0.490  -6.198  -2.342
H  -0.607  0.711  -6.012
H  3.486  3.068  1.024
H  5.647  2.187  1.308
H  -3.991  -1.414  -4.292
H  3.576  5.249  2.186
H  2.152  5.144  4.388
H  1.201  -3.162  -5.929
H  2.893  4.815  0.634
H  -2.034  0.747  -2.362
H  1.977  2.718  6.368
H  -4.286  -1.725  -2.603
H  -1.078  -3.062  3.334
H  -3.893  -4.364  -1.670
H  2.235  -0.556  -4.442
H  6.074  1.526  2.888
H  1.360  0.231  5.705
H  2.344  6.319  1.405
H  4.176  0.937  -0.401
H  -0.409  0.548  5.853
H  -1.055  2.113  3.269
H  2.841  -3.204  -5.110
H  0.664  4.148  0.425
H  -3.201  -2.045  2.453
H  -0.107  -1.121  -6.087
H  5.605  -1.422  2.163
H  0.358  4.939  4.158
H  3.364  -0.549  0.087
H  2.068  -4.737  -5.816
H  -6.325  0.120  1.279
H  2.553  0.122  3.959
H  1.209  6.348  3.438
H  -3.625  -4.315  -5.870
H  -2.567  -2.664  0.072
H  3.880  -1.524  2.605
H  -1.403  1.738  -3.705
H  -2.389  -5.354  -5.232
H  -1.624  -3.962  1.929
H  5.065  -0.601  3.628
H  0.945  4.006  5.826
H  2.225  -4.041  -1.254
H  -5.051  -2.677  -3.929
H  -1.917  -3.784  -6.045
H  -7.509  2.138  0.495
H  6.618  0.686  1.416
H  -2.671  1.540  -0.086
H  -3.106  -5.714  -2.510
H  -0.198  -6.136  -4.001
H  -3.185  -1.150  0.255
H  -1.748  -0.962  2.306
H  5.149  -0.533  -0.078
H  -3.832  3.487  -1.176
H  1.804  1.084  -4.069
H  -1.534  2.160  4.971
H  -0.475  3.898  1.767
H  2.094  0.012  -2.771



# 3
C35H66F3I2N8O4 | ωB97M-V/def2-TZVPD

Results
LUMO energy = -0.1323 Eh
E_tot = -3006.79396 hartree
charge = +1
maximum force = 1.78 eV/Å
Kohn-Sham gap = 6.19 eV
HOMO level = -9.8 eV
multiplicity = 1
molar mass = 973.77 g/mol

Positions of all 118 atoms, in Å:
I  -3.124  3.713  1.951
I  -2.635  0.888  -2.146
F  -3.471  -2.738  1.991
F  -4.318  -1.768  3.758
F  -2.194  -2.034  3.550
O  7.362  -5.100  -2.198
O  5.609  1.604  0.409
O  -6.625  -2.293  0.256
O  -6.622  1.515  1.433
N  -7.120  -2.026  -5.080
N  -5.658  2.308  3.523
N  -5.202  -0.933  1.429
N  5.814  4.440  0.950
N  -4.329  1.115  0.758
N  -6.769  4.459  0.558
N  -3.163  -0.439  2.252
N  7.628  -2.258  -1.777
C  3.976  -1.428  0.430
C  8.549  -5.781  -2.566
C  -5.677  -1.265  0.073
C  1.655  0.764  -0.184
C  -6.279  -1.356  -4.070
C  2.266  -0.323  -1.026
C  6.828  0.970  0.044
C  2.867  -1.459  -0.578
C  -6.496  0.076  -1.982
C  1.675  0.496  1.317
C  -1.938  0.286  2.651
C  -2.606  2.287  -0.588
C  7.755  3.402  1.984
C  9.563  -3.289  -0.724
C  5.567  2.089  1.737
C  -6.004  2.465  -0.711
C  6.231  3.456  1.951
C  2.490  -2.806  -1.113
C  -5.092  4.861  -1.069
C  -4.516  -1.814  -0.753
C  0.428  1.002  2.059
C  -5.759  1.305  0.253
C  -5.986  3.937  -0.288
C  7.346  -4.568  -0.891
C  -3.356  2.163  0.505
C  -3.319  -1.766  2.887
C  -7.864  -0.083  0.011
C  8.041  -3.208  -0.739
C  -4.145  -0.026  1.452
C  -6.388  0.009  -0.450
C  -0.732  0.054  1.755
C  -6.938  -1.228  -2.681
C  -6.116  2.027  2.503
C  -1.677  3.423  -0.880
C  0.725  0.978  3.567
H  6.287  -4.434  -0.649
H  8.179  3.293  0.986
H  -7.048  2.331  -0.976
H  3.865  -2.218  1.174
H  0.621  0.812  -0.513
H  9.971  -3.448  -1.722
H  8.110  2.573  2.599
H  0.178  2.030  1.809
H  1.729  1.337  3.761
H  -7.395  3.763  0.964
H  2.168  -3.416  -0.272
H  -5.737  5.475  -1.695
H  -4.546  5.523  -0.413
H  -4.615  -2.894  -0.791
H  7.272  0.427  0.884
H  8.984  -6.312  -1.715
H  5.896  3.815  2.929
H  9.291  -5.099  -2.988
H  1.729  -2.746  -1.881
H  -4.441  4.310  -1.735
H  2.118  1.738  -0.373
H  5.975  1.339  2.428
H  -5.386  2.366  -1.592
H  8.152  4.325  2.402
H  9.984  -2.357  -0.349
H  2.557  0.909  1.798
H  6.611  0.260  -0.752
H  -4.522  -1.479  -1.779
H  5.971  4.036  0.030
H  -0.976  -0.013  0.699
H  -0.347  -0.932  2.024
H  -6.260  -2.875  0.935
H  -8.384  0.850  -0.183
H  0.003  1.549  4.143
H  -7.917  -1.419  -5.246
H  -6.713  -2.126  -2.117
H  7.538  1.702  -0.344
H  0.691  -0.056  3.916
H  6.622  -2.122  -1.717
H  -5.349  -1.913  -3.996
H  -2.199  4.370  -0.830
H  8.283  -6.507  -3.333
H  -5.581  0.417  -2.458
H  1.719  -0.581  1.481
H  -1.638  -0.046  3.632
H  2.180  -0.189  -2.102
H  -8.009  -1.209  -2.855
H  -5.958  -0.646  2.045
H  -8.366  -0.829  -0.591
H  4.883  -1.608  -0.144
H  3.345  -3.332  -1.552
H  -1.261  3.334  -1.875
H  4.502  2.194  1.970
H  -0.855  3.460  -0.176
H  9.910  -4.099  -0.080
H  -7.530  -2.849  -4.648
H  -7.989  -0.396  1.038
H  -6.099  -0.359  -4.465
H  -7.246  0.805  -2.273
H  4.060  -0.437  0.862
H  7.749  -5.298  -0.176
H  4.807  4.568  1.000
H  7.759  -2.707  -2.679
H  7.725  -2.803  0.228
H  -2.200  1.320  2.834
H  -3.528  -1.616  -0.348



# 4
C35H66IN3O7P2S | ωB97M-V/def2-TZVPD

Results
LUMO energy = -0.0039 Eh
E_tot = -3442.18264 hartree
charge = 0
maximum force = 6.94 eV/Å
Kohn-Sham gap = 7.92 eV
SMILES string = C#CCCC[C@](CCCS)(NP(=N)(O)O)[C@H](O[C@](CN)(CC#C)Cc1ccc(C)cc1)P(O)I.CCOCC.CCOCC.CCOCC
HOMO level = -8.0 eV
multiplicity = 1
molar mass = 861.85 g/mol

Positions of all 115 atoms, in Å:
I  -1.151  -2.949  -3.035
S  -1.476  -5.887  4.271
P  2.082  -1.431  3.523
P  -1.653  -2.177  -0.706
O  1.753  -2.763  4.590
O  -2.662  6.692  -1.847
O  -2.792  -0.852  -0.777
O  1.575  0.093  4.197
O  1.481  1.269  -5.648
O  -0.158  -0.063  0.305
O  2.789  -5.675  -1.640
N  1.633  -1.669  1.867
N  -0.921  0.569  -2.720
N  3.709  -1.320  3.530
C  2.271  0.563  -0.363
C  -0.727  2.419  0.904
C  -1.299  -2.082  3.967
C  -3.865  7.381  -1.522
C  0.666  0.687  -0.625
C  -3.635  8.778  -0.974
C  -0.380  2.562  -6.608
C  1.072  2.529  -6.168
C  1.379  0.158  -6.533
C  -2.330  5.655  0.361
C  3.413  -5.444  -0.381
C  -0.888  -1.370  2.586
C  -2.504  -1.211  6.210
C  2.768  1.204  1.016
C  -3.730  -1.235  6.717
C  -1.162  -4.510  1.700
C  -2.294  2.272  0.689
C  -0.228  2.738  2.360
C  3.358  1.950  1.931
C  -1.235  2.881  3.597
C  -3.767  2.921  4.665
C  0.232  -3.713  1.702
C  -0.091  -1.504  0.130
C  3.657  -5.819  -2.757
C  2.217  0.304  -7.791
C  -2.808  2.739  3.379
C  -1.159  -1.110  5.289
C  -1.750  6.477  -0.776
C  0.251  2.264  -0.400
C  0.179  -2.109  1.647
C  -1.030  -5.955  2.463
C  -3.316  2.451  1.908
C  4.627  -6.979  -2.628
C  4.245  -4.175  -0.340
C  0.454  0.333  -2.190
H  -1.575  5.486  1.134
H  1.213  3.257  -5.363
H  -0.576  1.861  -7.422
H  -2.754  2.072  -0.351
H  -0.260  -1.439  5.936
H  4.085  -7.917  -2.477
H  -2.442  -2.323  3.919
H  -0.650  3.563  -6.957
H  -4.439  7.456  -2.450
H  -0.390  2.672  -1.287
H  -4.766  -1.318  7.207
H  -3.576  -1.123  -1.321
H  3.269  0.456  -7.534
H  -0.790  -3.092  4.185
H  0.819  -1.869  -0.493
H  2.339  0.513  4.661
H  1.902  1.158  -8.394
H  -4.450  2.371  1.739
H  1.166  1.052  -2.780
H  5.238  -7.068  -3.531
H  4.185  -4.880  -2.948
H  0.819  -4.058  0.748
H  -1.876  -1.248  1.971
H  -4.470  6.780  -0.834
H  4.665  -4.027  0.659
H  -1.039  2.291  -5.778
H  0.881  2.889  2.604
H  -3.225  2.440  5.581
H  2.200  -2.449  1.470
H  3.631  -3.306  -0.595
H  0.874  -0.724  -2.358
H  -0.817  3.092  4.664
H  -2.079  -3.924  2.072
H  2.555  -0.559  -0.350
H  1.925  -2.366  5.492
H  -1.360  7.434  -0.414
H  3.016  -5.992  -3.628
H  -1.397  -4.787  0.589
H  0.860  -4.138  2.592
H  -3.073  8.761  -0.038
H  4.007  -6.317  -0.088
H  -2.681  4.687  -0.006
H  2.132  -0.593  -8.411
H  1.739  2.837  -6.979
H  -4.590  9.274  -0.782
H  -1.067  1.567  -3.003
H  -4.778  2.365  4.570
H  0.328  -0.035  -6.777
H  -1.015  -0.014  4.952
H  1.172  2.961  -0.349
H  -3.928  4.037  4.961
H  -0.896  5.938  -1.199
H  0.026  -6.413  2.289
H  -3.063  9.380  -1.687
H  -3.182  6.153  0.831
H  1.729  -0.716  -5.976
H  -0.941  0.070  -3.642
H  3.877  2.527  2.790
H  -1.791  -6.671  1.950
H  2.824  1.007  -1.291
H  4.110  -2.060  4.130
H  5.075  -4.208  -1.049
H  2.607  -5.361  0.354
H  -0.589  -0.269  2.846
H  -2.848  -6.169  4.347
H  5.303  -6.853  -1.779